Computed, not measured: a structure of composition C47H65BN9OSn at a distorted geometry, with wB97M-V/def2-TZVPD.

Positions of all 124 atoms, in Å:
Sn  0.61927  0.32646  0.25248
C  4.03577  1.45393  -2.68405
C  2.73140  1.25492  -1.98352
N  2.57732  1.22455  -0.72500
C  3.54744  1.62060  0.27218
C  2.75957  2.36209  1.37809
N  1.30160  2.40248  1.07356
C  0.48939  2.95678  2.16339
C  0.15799  1.87348  3.15890
N  -0.40111  0.70132  2.47417
C  -1.86544  0.69362  2.28653
C  -2.38520  1.32652  1.00462
N  -1.47499  1.15159  -0.12449
C  -1.89586  1.33354  -1.31856
C  -3.32788  1.59102  -1.64232
C  -0.85422  1.31282  -2.38609
C  -1.08118  1.55126  -3.73244
C  0.00697  1.58440  -4.59041
C  1.29124  1.42551  -4.08449
C  1.43447  1.20981  -2.72542
N  0.37442  1.12577  -1.92825
H  4.83168  0.94572  -2.14198
H  4.29255  2.51681  -2.73046
H  4.01208  1.07330  -3.70218
H  4.32399  2.25881  -0.14631
H  4.02100  0.73002  0.69099
H  3.13463  3.37802  1.49588
H  2.89534  1.84233  2.32680
H  1.12245  2.99000  0.24220
H  -0.42279  3.35637  1.72187
H  1.00519  3.77134  2.67460
H  -0.52966  2.26560  3.91128
H  1.06558  1.56185  3.67143
H  -0.19396  -0.10359  3.06027
H  -2.36240  1.18360  3.12736
H  -2.16768  -0.34938  2.29579
H  -2.55880  2.39882  1.13579
H  -3.35556  0.87013  0.79822
H  -3.67803  2.50339  -1.15250
H  -3.93546  0.76461  -1.26199
H  -3.51279  1.67954  -2.70662
H  -2.07328  1.71277  -4.12683
H  -0.14166  1.75376  -5.64899
H  2.14810  1.48815  -4.74000
N  -0.78319  9.21053  -0.74595
C  -0.05357  8.39131  -1.53244
O  0.63004  8.76322  -2.45763
C  -0.11226  6.90238  -1.23154
C  0.90413  6.12649  -1.76847
C  0.88340  4.76318  -1.56137
N  -0.07374  4.12459  -0.86622
C  -1.06861  4.88396  -0.38999
C  -1.12514  6.26202  -0.53182
H  -0.77205  10.19637  -0.95656
H  -1.29812  8.91099  0.06034
H  1.68308  6.60446  -2.34823
H  1.67157  4.13500  -1.97014
H  -1.86208  4.36271  0.13756
H  -1.96489  6.80026  -0.11104
C  -1.12824  -1.73985  -3.37656
C  -1.99087  -2.89043  -2.86585
C  -1.14788  -4.13175  -2.56364
C  -2.90998  -2.40616  -1.74374
C  -4.16630  -1.94239  -2.13605
C  -5.11417  -1.54604  -1.21028
C  -4.83946  -1.66457  0.14371
C  -3.59679  -2.10571  0.59188
C  -3.39427  -2.35211  2.08106
C  -3.81094  -3.79679  2.41607
C  -4.21927  -1.41510  2.97700
C  -2.61666  -2.40598  -0.37210
N  -1.27235  -2.71392  0.07054
B  -0.08138  -1.98085  0.20099
N  0.97866  -2.77080  0.68575
C  0.38300  -4.03225  0.90752
C  -0.90859  -3.99657  0.55246
C  2.32095  -2.42127  1.06078
C  3.36415  -2.45280  0.11788
C  4.61158  -1.98306  0.52963
C  4.83301  -1.52556  1.82026
C  3.81053  -1.57716  2.75340
C  2.54395  -2.03967  2.40029
C  1.49732  -2.26765  3.47952
C  1.53884  -1.22299  4.59909
C  1.71812  -3.65659  4.10196
C  3.27625  -3.03610  -1.29011
C  2.84774  -4.50688  -1.29605
C  2.40625  -2.21371  -2.24119
H  -0.40154  -2.09254  -4.11331
H  -0.58457  -1.27105  -2.55085
H  -1.75417  -0.98231  -3.85052
H  -2.66392  -3.17198  -3.67710
H  -0.24883  -3.90505  -1.99039
H  -0.83158  -4.58594  -3.50380
H  -1.72786  -4.87916  -2.02063
H  -4.40956  -1.92419  -3.19326
H  -6.08591  -1.19979  -1.54032
H  -5.61726  -1.43502  0.86107
H  -2.33021  -2.24340  2.31732
H  -4.83655  -3.97056  2.08660
H  -3.76534  -3.95895  3.49425
H  -3.17520  -4.53882  1.93840
H  -5.25088  -1.76150  3.04797
H  -4.24260  -0.38244  2.62100
H  -3.81484  -1.42225  3.99060
H  0.94482  -4.85994  1.30792
H  -1.62665  -4.79891  0.56758
H  5.43872  -2.01878  -0.17044
H  5.81788  -1.18117  2.11137
H  4.01544  -1.29354  3.77838
H  0.50327  -2.25807  3.01851
H  2.39369  -1.38217  5.25735
H  0.64532  -1.30055  5.22231
H  1.61803  -0.20631  4.21191
H  2.71742  -3.71558  4.53750
H  1.62874  -4.45365  3.36524
H  0.98741  -3.83948  4.89120
H  4.29421  -3.00554  -1.68154
H  1.78427  -4.62527  -1.09109
H  3.41191  -5.07947  -0.55845
H  3.04771  -4.94261  -2.27575
H  1.34984  -2.30907  -1.99296
H  2.53658  -2.56462  -3.26717
H  2.67886  -1.15751  -2.20314

Its net charge is +3. The frontier orbital gap comes out at 6.8 eV. Its HOMO energy is -0.579 Ha. Its LUMO energy is -8.9 eV. Its total energy is -71740.8222 eV.

=====

Computed, not measured: a cluster of 5 separate species, C47H65N3O8P in total at a distorted geometry, with wB97M-V/def2-TZVPD.

Positions of all 124 atoms, in Å:
C  0.44781  4.65516  4.85009
C  1.61205  3.86954  4.30728
O  2.03156  3.98168  3.17603
O  2.18424  3.00825  5.20968
C  2.16707  1.63898  4.78444
C  0.80945  1.14791  4.24113
C  0.73893  1.09858  2.68710
C  -0.40429  1.98874  2.13501
C  -1.03427  1.44401  0.81879
C  -0.80355  2.36939  -0.40192
C  -0.19322  1.68566  -1.62262
C  1.27985  1.35158  -1.41769
O  1.45142  0.29755  -0.43903
C  1.42724  -0.92324  -0.95942
O  1.34266  -1.22156  -2.13080
C  1.46592  -2.03476  0.07189
C  0.24858  -2.58212  0.40236
O  -0.90189  -2.20650  -0.15774
C  0.22982  -3.59228  1.34028
C  -1.06048  -4.24188  1.76368
C  -2.13093  -3.25868  2.31523
C  -1.53700  -2.08096  3.09686
N  -2.51181  -1.68752  4.15792
N  1.37210  -3.97918  1.86847
C  2.56932  -3.45047  1.55971
P  3.98808  -4.13186  2.50254
O  4.66461  -5.23774  1.86954
O  3.30764  -4.66382  3.88529
O  4.97075  -2.96813  2.96325
C  2.66201  -2.45909  0.63248
C  3.93630  -1.77625  0.20266
C  5.09542  -2.70100  -0.26613
C  4.64995  -3.95296  -1.03048
C  5.83251  -4.73947  -1.59332
N  6.79206  -5.20368  -0.57870
H  0.68673  5.02600  5.84450
H  -0.37605  3.94458  4.94074
H  0.17358  5.46108  4.17990
H  2.41130  1.05036  5.66588
H  2.95461  1.48995  4.04070
H  0.68011  0.13625  4.63590
H  -0.00337  1.74391  4.65359
H  1.68764  1.49942  2.32584
H  0.64658  0.07061  2.34241
H  -0.05150  3.01140  2.02469
H  -1.19038  1.96652  2.89355
H  -2.10768  1.36704  0.99860
H  -0.66653  0.42566  0.67818
H  -1.77725  2.75279  -0.71234
H  -0.23313  3.23483  -0.06265
H  -0.22533  2.41735  -2.43313
H  -0.74307  0.80012  -1.95143
H  1.81574  1.18245  -2.34762
H  1.72808  2.24384  -0.97998
H  -0.92371  -1.25617  -0.34224
H  -1.48942  -4.74396  0.89697
H  -0.85388  -4.95364  2.56499
H  -2.79179  -3.78736  2.99654
H  -2.75126  -2.87469  1.50939
H  -0.61289  -2.37197  3.60886
H  -1.35584  -1.21268  2.46592
H  -1.98940  -1.51820  5.01040
H  -2.88253  -0.77643  3.90989
H  1.34176  -4.71731  2.56740
H  2.60613  -4.02031  4.07508
H  4.46787  -2.16236  3.15593
H  3.70991  -1.12554  -0.64067
H  4.30396  -1.11285  0.98930
H  5.78175  -2.91094  0.54884
H  5.68034  -2.11101  -0.97489
H  3.95323  -4.59426  -0.49667
H  4.11083  -3.58920  -1.91603
H  5.48487  -5.61148  -2.15019
H  6.38198  -4.12151  -2.31092
H  7.73237  -4.90988  -0.80497
H  6.60864  -4.82432  0.33970
C  -2.83550  1.84135  -4.48008
C  -3.94169  1.00365  -4.44186
C  -5.16616  1.49011  -4.00418
C  -5.28642  2.81689  -3.61330
C  -4.17918  3.65553  -3.65435
C  -2.95310  3.16703  -4.08342
H  -1.87954  1.46089  -4.82027
H  -3.84987  -0.02903  -4.75427
H  -6.02762  0.83579  -3.96949
H  -6.24285  3.19778  -3.27715
H  -4.27232  4.69105  -3.35125
H  -2.08954  3.82048  -4.11158
C  -8.65429  8.00222  -2.94131
C  -7.92241  7.17756  -2.09882
C  -7.02259  6.26482  -2.63158
C  -6.84832  6.18300  -4.00644
C  -7.57808  7.01038  -4.84860
C  -8.48376  7.91711  -4.31644
H  -9.35827  8.71193  -2.52641
H  -8.05390  7.24585  -1.02642
H  -6.45559  5.61654  -1.97335
H  -6.14355  5.47428  -4.42095
H  -7.44118  6.94780  -5.92060
H  -9.05657  8.55876  -4.97335
C  6.30441  -5.14248  6.31006
C  5.10728  -5.84331  6.36306
C  4.87620  -6.74560  7.39276
C  5.83855  -6.93987  8.37381
C  7.03390  -6.23617  8.32205
C  7.26887  -5.34040  7.28838
H  6.48682  -4.44109  5.50444
H  4.35625  -5.68695  5.60170
H  3.94551  -7.29763  7.43124
H  5.65705  -7.64012  9.17892
H  7.78366  -6.38699  9.08787
H  8.20360  -4.79619  7.24566
C  -4.21516  3.36733  -8.62319
C  -3.48271  2.54461  -7.77820
C  -2.58300  1.63086  -8.30880
C  -2.40826  1.54533  -9.68342
C  -3.13818  2.37049  -10.52742
C  -4.04459  3.27883  -9.99784
H  -4.91962  4.07807  -8.20970
H  -3.61352  2.61464  -6.70687
H  -2.01592  0.98388  -7.64991
H  -1.70313  0.83541  -10.09688
H  -3.00116  2.30510  -11.59915
H  -4.61743  3.91853  -10.65693

Its net charge is +1. The frontier orbital gap comes out at 6.1 eV. Its HOMO energy is -0.386 Ha. Its LUMO energy is -4.4 eV. Its total energy is -79927.9745 eV.

=====

> Number 2 is which compound?

C47H65N3O8P

=====

> Which of these has the highest HOMO energy?

C47H65N3O8P

=====

> Which formula does entry 1 have?

C47H65BN9OSn